The following is a quantum chemistry calculation of a structure of composition C36H31FNO3PReS6, from OMol25.

Positions of all 80 atoms, in Å:
Re 1.120 -0.805 0.024
N 0.674 -1.144 3.804
C -0.594 -0.652 3.997
C -1.031 -0.465 5.322
C -2.313 -0.067 5.611
C -3.224 0.160 4.580
C -2.803 -0.007 3.281
C -1.495 -0.396 2.951
P -1.168 -0.625 1.161
C -2.289 -2.023 0.782
C -1.781 -3.316 0.863
C -2.606 -4.413 0.664
C -3.950 -4.230 0.380
C -4.467 -2.945 0.305
C -3.645 -1.849 0.509
C -2.024 0.838 0.447
C -2.062 2.049 1.138
C -2.577 3.192 0.544
C -3.080 3.143 -0.747
C -3.082 1.937 -1.433
C -2.560 0.794 -0.842
H 1.117 -0.947 2.920
H 1.303 -1.035 4.583
H -0.327 -0.653 6.124
H -2.610 0.065 6.643
H -4.240 0.462 4.792
H -3.512 0.173 2.484
H -0.734 -3.479 1.078
H -2.191 -5.411 0.727
H -4.593 -5.085 0.218
H -5.517 -2.794 0.088
H -4.070 -0.856 0.448
H -1.694 2.100 2.155
H -2.592 4.121 1.100
H -3.488 4.033 -1.207
H -3.506 1.878 -2.428
H -2.574 -0.142 -1.383
S 6.946 -5.182 0.105
C 5.642 -4.202 0.072
S 4.219 -4.463 1.032
C 3.330 -3.069 0.474
C 3.940 -2.283 -0.434
S 3.192 -0.858 -1.060
S 5.543 -2.771 -0.911
S 1.741 -2.687 1.065
C 1.023 3.280 -2.056
C 1.619 1.957 -1.644
O 0.616 1.153 -0.981
H 1.779 3.889 -2.552
H 0.649 3.823 -1.189
H 0.197 3.133 -2.757
H 2.414 2.077 -0.909
H 2.011 1.399 -2.498
H -0.135 1.036 -1.581
O 1.160 2.348 -7.136
C 1.657 1.131 -6.813
O 2.488 0.624 -7.508
C 1.122 0.481 -5.572
C 1.833 -0.608 -5.067
C 1.418 -1.250 -3.917
C 0.275 -0.820 -3.242
S -0.285 -1.630 -1.758
C -0.466 0.231 -3.778
C -0.041 0.883 -4.928
H 0.568 2.668 -6.446
H 2.719 -0.932 -5.596
H 1.981 -2.083 -3.523
H -1.390 0.533 -3.301
H -0.664 1.682 -5.316
F 3.345 3.241 4.274
C 2.859 2.407 3.333
C 3.526 1.227 3.075
C 3.013 0.374 2.107
C 1.834 0.666 1.398
C 1.223 1.890 1.687
C 1.718 2.763 2.646
H 4.432 0.989 3.615
H 3.551 -0.547 1.913
H 0.348 2.192 1.131
H 1.233 3.706 2.861

## Properties
2S+1: 2
E_LUMO (spin up / spin down), eV: -1.4 / -1.5
HOMO energy (spin up / spin down), eV: -7.6294 / -7.6187

***

The following is a quantum chemistry calculation of a structure of composition C36H31N11O5Ti, from OMol25.

Positions of all 84 atoms, in Å:
Ti 1.487 0.602 -1.001
O 3.312 3.467 -3.434
C 3.178 2.464 -2.764
O 2.088 2.152 -2.125
C 4.358 1.515 -2.543
C 4.579 1.294 -1.037
C 5.959 0.698 -0.775
C 5.768 -0.756 -1.264
C 4.314 -0.737 -1.724
O 3.694 0.166 -0.762
C 4.159 0.045 -3.039
C 2.787 -0.262 -3.644
O 2.674 -0.546 -4.823
O 1.822 -0.296 -2.788
H 5.227 1.968 -3.014
H 4.307 2.120 -0.390
H 6.197 0.734 0.287
H 6.733 1.239 -1.317
H 5.903 -1.469 -0.452
H 6.439 -1.031 -2.077
H 3.805 -1.692 -1.683
H 4.917 -0.222 -3.771
C 2.155 4.363 1.210
C 2.267 3.362 0.301
N 1.723 2.116 0.483
C 1.053 1.972 1.661
C 0.936 3.056 2.570
N 1.466 4.226 2.379
C 0.471 0.701 1.855
C -0.325 0.389 2.964
C -0.835 -0.871 3.142
C -0.480 -1.816 2.156
C 0.251 -1.458 1.057
N 0.713 -0.176 0.817
C 0.536 -2.435 0.015
C -0.032 -3.717 -0.043
N 0.212 -4.557 -1.027
C 1.017 -4.115 -1.995
C 1.555 -2.846 -1.970
N 1.338 -2.001 -0.955
C -1.702 -1.230 4.277
C -2.693 -2.202 4.156
C -3.494 -2.498 5.247
N -3.380 -1.903 6.431
C -2.432 -0.977 6.548
C -1.579 -0.611 5.519
H 2.601 5.330 1.021
H 2.760 3.549 -0.637
H 0.378 2.917 3.489
H -0.550 1.171 3.674
H -0.772 -2.848 2.285
H -0.712 -4.064 0.723
H 1.219 -4.785 -2.820
H 2.151 -2.494 -2.796
H -2.859 -2.717 3.218
H -4.272 -3.249 5.163
H -2.342 -0.505 7.520
H -0.811 0.130 5.699
N -1.803 3.158 -0.509
N -0.553 3.115 -1.196
H -2.247 4.069 -0.578
H -1.615 2.987 0.472
H -0.017 3.973 -1.105
H -0.725 2.956 -2.179
N -8.861 -1.675 0.681
C -7.816 -1.428 0.273
C -6.511 -1.120 -0.237
C -6.375 -0.338 -1.382
C -5.116 -0.035 -1.866
C -3.993 -0.529 -1.217
C -4.122 -1.321 -0.081
C -5.379 -1.606 0.414
N -2.701 -0.218 -1.702
C -2.307 -0.065 -3.017
C -0.986 0.242 -2.982
N -0.569 0.290 -1.669
C -1.617 0.006 -0.931
H -7.257 0.042 -1.878
H -5.001 0.602 -2.732
H -3.238 -1.720 0.402
H -5.493 -2.217 1.299
H -2.983 -0.229 -3.837
H -0.286 0.387 -3.787
H -1.665 0.017 0.143

## Properties
2S+1: 1
E_LUMO (spin up / spin down), eV: -0.9 / -0.9
HOMO energy (spin up / spin down), eV: -6.1735 / -6.2147

***

The following is a quantum chemistry calculation of a structure of composition C36H31N9O4S3Zr, from OMol25.

Positions of all 84 atoms, in Å:
Zr -0.965 0.406 0.615
N 2.346 0.488 -0.926
C 1.975 1.609 -0.323
N 0.707 1.859 0.023
C 0.591 3.159 0.540
C 1.746 3.828 0.675
S 3.067 2.884 0.081
C -0.769 3.607 0.803
C -1.225 4.850 1.042
S -2.948 4.841 1.137
C -2.956 3.144 0.828
N -1.747 2.622 0.697
N -4.101 2.453 0.699
H 1.648 -0.018 -1.505
H 3.323 0.324 -1.110
H 1.905 4.813 1.081
H -0.672 5.769 1.128
H -4.964 2.875 1.000
H -4.057 1.445 0.748
O -4.248 0.244 3.118
C -3.120 0.324 2.728
O -2.731 -0.007 1.494
C -1.988 0.858 3.567
C -2.236 1.207 4.897
C -1.197 1.693 5.638
C 0.087 1.777 5.063
C 1.208 2.222 5.808
C 2.450 2.233 5.248
C 2.625 1.784 3.920
C 1.563 1.366 3.172
C 0.259 1.372 3.717
N -0.814 0.961 2.967
H -3.235 1.084 5.288
H -1.340 1.993 6.669
H 1.057 2.536 6.832
H 3.304 2.563 5.822
H 3.620 1.760 3.496
H 1.716 0.984 2.174
C 6.038 -3.418 -0.836
C 4.619 -3.069 -0.497
C 4.324 -2.265 0.603
C 3.014 -1.972 0.947
C 1.988 -2.501 0.177
C 2.248 -3.321 -0.917
C 3.563 -3.585 -1.252
S 0.325 -2.199 0.612
O -0.281 -3.419 1.025
O 0.327 -1.066 1.606
N -0.459 -1.404 -0.534
C -0.805 -2.043 -1.760
C -1.623 -3.142 -1.795
C -2.008 -3.717 -3.025
C -1.593 -3.169 -4.203
C -0.731 -2.046 -4.201
C -0.247 -1.456 -5.392
C 0.622 -0.407 -5.320
C 1.023 0.042 -4.048
N 0.585 -0.463 -2.920
C -0.305 -1.492 -2.974
H 6.736 -2.679 -0.446
H 6.181 -3.501 -1.913
H 6.297 -4.383 -0.396
H 5.133 -1.876 1.208
H 2.788 -1.354 1.806
H 1.439 -3.756 -1.489
H 3.777 -4.220 -2.102
H -1.974 -3.566 -0.864
H -2.646 -4.591 -3.021
H -1.899 -3.594 -5.151
H -0.564 -1.856 -6.348
H 1.020 0.062 -6.209
H 1.744 0.850 -3.966
C -4.042 -1.104 -1.027
C -3.256 -0.063 -1.740
N -2.204 0.623 -1.305
C -1.862 1.519 -2.307
C -2.708 1.365 -3.350
N -3.577 0.367 -2.972
H -3.431 -1.619 -0.291
H -4.427 -1.831 -1.741
H -4.889 -0.662 -0.499
H -1.030 2.194 -2.205
H -2.773 1.862 -4.301
H -4.345 0.015 -3.521

## Properties
Net charge: +2
2S+1: 1
E_LUMO, eV: -5.6
HOMO energy, eV: -13.2856

***

The following is a quantum chemistry calculation of a structure of composition C36H32AsF5INOOsSe, from OMol25.

Positions of all 79 atoms, in Å:
Os 0.107 0.050 -0.421
C 0.411 -1.832 0.848
C 0.433 -0.735 1.738
C 1.485 0.164 1.325
C 2.156 -0.422 0.218
C 1.498 -1.673 -0.074
C 1.961 -2.727 -1.021
C 3.418 0.089 -0.391
C 1.998 1.370 2.040
C -0.338 -0.697 3.010
C -0.369 -3.086 1.049
H 2.549 -3.456 -0.455
H 2.587 -2.320 -1.811
H 1.127 -3.252 -1.479
H 4.267 -0.220 0.223
H 3.425 1.178 -0.445
H 3.576 -0.311 -1.391
H 2.950 1.110 2.511
H 1.324 1.712 2.819
H 2.188 2.193 1.350
H 0.079 -1.455 3.680
H -1.391 -0.938 2.864
H -0.249 0.259 3.508
H 0.176 -3.714 1.760
H -0.463 -3.658 0.128
H -1.357 -2.897 1.462
C -5.875 1.758 0.711
C -5.167 0.586 0.948
C -3.778 0.610 0.974
C -3.111 1.807 0.752
C -3.813 2.987 0.536
C -5.201 2.956 0.511
As -1.193 1.884 0.824
C -0.489 3.411 -0.108
C -0.331 3.606 -1.473
C 0.305 4.754 -1.921
C 0.805 5.675 -1.008
C 0.667 5.467 0.357
C 0.014 4.332 0.820
C -0.260 4.024 2.243
C -0.022 4.883 3.307
C -0.464 4.548 4.579
C -1.188 3.382 4.793
C -1.428 2.511 3.739
C -0.909 2.810 2.488
H -6.957 1.740 0.698
H -5.696 -0.342 1.127
H -3.226 -0.303 1.159
H -3.287 3.924 0.389
H -5.756 3.869 0.344
H -0.667 2.864 -2.181
H 0.427 4.925 -2.983
H 1.314 6.561 -1.364
H 1.064 6.195 1.052
H 0.479 5.829 3.148
H -0.282 5.225 5.403
H -1.581 3.162 5.777
H -2.038 1.634 3.897
N -3.474 1.664 -2.469
C -2.817 0.595 -2.049
O -1.698 0.734 -1.511
C -3.484 -0.723 -2.337
I -2.658 -2.319 -1.259
H -3.077 2.583 -2.340
H -4.389 1.593 -2.885
H -3.360 -0.943 -3.395
H -4.546 -0.669 -2.107
F -2.961 -1.235 -6.893
C -2.106 -0.931 -5.938
C -1.387 -1.933 -5.303
F -1.555 -3.196 -5.658
C -0.497 -1.597 -4.295
F 0.186 -2.577 -3.708
C -0.314 -0.281 -3.892
Se 1.029 0.160 -2.608
C -1.040 0.701 -4.549
F -0.895 1.988 -4.200
C -1.936 0.393 -5.557
F -2.638 1.350 -6.148

## Properties
Net charge: +2
2S+1: 1
E_LUMO, eV: -7.3
HOMO energy, eV: -13.7413

***

The following is a quantum chemistry calculation of a structure of composition C36H32BrN8O5S5Sn, from OMol25.

Positions of all 88 atoms, in Å:
Sn 0.345 -0.329 -0.229
C 3.063 2.707 -2.913
C 2.244 1.587 -2.900
N 0.982 1.666 -2.509
C 0.531 2.850 -2.108
C 1.371 3.958 -2.083
N 2.633 3.895 -2.497
C -0.889 2.880 -1.645
C -1.605 4.055 -1.467
C -2.913 3.981 -1.003
C -3.445 2.730 -0.734
C -2.658 1.601 -0.937
N -1.417 1.689 -1.395
C -3.144 0.221 -0.627
C -4.308 -0.005 0.098
N -4.728 -1.227 0.415
C -3.965 -2.237 0.012
C -2.798 -2.027 -0.709
N -2.389 -0.806 -1.027
C -3.720 5.210 -0.795
C -3.629 6.293 -1.661
C -4.404 7.417 -1.423
N -5.246 7.535 -0.397
C -5.329 6.493 0.431
C -4.598 5.326 0.277
H 4.093 2.641 -3.241
H 2.611 0.605 -3.178
H 1.035 4.914 -1.698
H -1.152 5.018 -1.664
H -4.470 2.638 -0.401
H -4.921 0.815 0.449
H -4.277 -3.237 0.285
H -2.167 -2.853 -1.016
H -2.980 6.256 -2.527
H -4.345 8.268 -2.093
H -6.007 6.603 1.270
H -4.688 4.528 1.003
C 3.473 3.771 0.771
N 3.299 2.758 1.797
C 4.489 2.338 2.521
C 2.160 2.003 1.769
O 1.253 2.214 0.986
C 2.137 0.847 2.773
O 1.112 -0.075 2.523
C 0.043 -0.198 3.430
C -1.255 0.402 2.888
O -1.291 1.097 1.889
N -2.362 0.121 3.635
C -3.650 0.576 3.147
C -2.373 -0.905 4.677
H 3.991 4.631 1.196
H 4.050 3.385 -0.075
H 2.497 4.075 0.408
H 5.225 3.136 2.456
H 4.282 2.166 3.577
H 4.928 1.432 2.094
H 3.076 0.304 2.661
H 2.092 1.244 3.793
H -0.115 -1.261 3.608
H 0.279 0.278 4.390
H -3.492 1.385 2.438
H -4.192 -0.229 2.640
H -4.250 0.936 3.984
H -1.681 -0.665 5.485
H -3.374 -0.934 5.103
H -2.129 -1.890 4.273
S 6.283 -4.167 -3.132
C 5.017 -3.266 -2.554
S 5.189 -1.945 -1.468
C 3.501 -1.508 -1.296
C 2.637 -2.256 -2.011
S 0.896 -2.145 -2.061
S 3.375 -3.521 -2.979
S 3.101 -0.206 -0.207
Br -1.092 -5.660 0.140
C 0.699 -5.029 0.290
C 1.692 -5.702 -0.403
C 2.993 -5.220 -0.361
C 3.280 -4.066 0.355
C 2.268 -3.397 1.025
C 0.961 -3.878 1.012
C -0.108 -3.106 1.747
O -0.483 -3.524 2.847
O -0.517 -2.059 1.153
H 1.445 -6.579 -0.985
H 3.772 -5.725 -0.919
H 4.286 -3.663 0.355
H 2.474 -2.464 1.538

## Properties
Net charge: -1
2S+1: 1
E_LUMO, eV: 1.5
HOMO energy, eV: -4.1689

***

The following is a quantum chemistry calculation of a structure of composition C36H32GdNO2P2, from OMol25.

Positions of all 74 atoms, in Å:
C 1.760 3.504 -2.559
C 2.220 2.163 -2.561
C 2.500 1.548 -3.803
C 2.241 2.207 -5.000
C 1.719 3.505 -4.979
C 1.496 4.154 -3.759
P 2.615 1.278 -1.032
C 3.722 -0.115 -1.314
C 3.194 -1.403 -1.541
C 4.067 -2.445 -1.828
C 5.447 -2.213 -1.842
C 5.973 -0.949 -1.546
C 5.106 0.105 -1.259
Gd -0.086 -0.021 -1.434
P -2.735 1.514 -1.545
C -2.247 1.264 -3.251
C -2.282 2.354 -4.147
C -1.780 2.193 -5.436
C -1.129 1.004 -5.787
C -1.060 -0.072 -4.902
C -1.683 0.015 -3.646
C -3.860 0.255 -0.910
C -3.869 0.067 0.489
C -4.437 -1.084 1.026
C -5.065 -2.014 0.189
C -5.101 -1.806 -1.197
C -4.513 -0.665 -1.749
C -2.893 3.228 -1.035
C -1.953 3.799 -0.148
C -2.119 5.109 0.286
C -3.231 5.848 -0.136
C -4.152 5.295 -1.039
C -4.004 3.973 -1.464
C 3.113 2.373 0.289
C 3.898 3.519 0.069
C 4.259 4.321 1.155
C 3.830 3.989 2.448
C 3.045 2.847 2.667
C 2.691 2.039 1.592
H -3.436 0.839 1.120
H -4.379 -1.242 2.104
H -5.518 -2.903 0.627
H -5.590 -2.539 -1.842
H -4.547 -0.490 -2.825
H -2.723 3.301 -3.819
H -1.892 2.998 -6.167
H -0.649 0.930 -6.765
H -0.544 -0.995 -5.178
H -1.811 -0.894 -3.018
H -1.139 3.184 0.238
H -1.386 5.525 0.980
H -3.385 6.846 0.268
H -5.008 5.879 -1.376
H -4.774 3.501 -2.081
H 4.233 3.778 -0.938
H 4.877 5.209 0.987
H 4.105 4.620 3.292
H 2.710 2.580 3.672
H 2.084 1.143 1.739
H 2.114 -1.618 -1.475
H 3.661 -3.436 -2.035
H 6.118 -3.038 -2.067
H 7.053 -0.790 -1.531
H 5.486 1.092 -0.990
H 2.937 0.547 -3.813
H 2.448 1.720 -5.956
H 1.507 4.009 -5.921
H 1.129 5.185 -3.751
H 1.619 4.028 -1.611
H -1.588 1.203 -0.742
H 1.632 0.440 -0.301
O -1.391 -0.529 1.754
N -0.853 -0.414 0.676
O -0.075 -1.430 0.208

## Properties
Net charge: +2
2S+1: 8
E_LUMO (spin up / spin down), eV: -6.0 / -6.0
HOMO energy (spin up / spin down), eV: -10.7933 / -11.0531